16
Properties=species:S:1:pos:R:3:nbo_charge:R:1 method="wB97M-V/def2-TZVPD" orbital_gap_ev=6.6452 charge=-1 de_lowest_ev=0.979 e_homo_ev=-2.516 spin_multiplicity=1
C 1.03567 0.99174 0.92968 -0.230
C 0.11954 1.34612 -0.24637 -0.538
S 0.03743 -0.00758 -1.46286 -0.719
N 2.46179 0.87336 0.51913 -0.860
H 0.64884 0.02779 1.33679 0.193
H 1.06641 1.78803 1.68268 0.154
H 0.39700 2.32562 -0.71724 0.166
H -0.83024 1.55835 0.24644 0.164
H 2.83642 1.80777 0.28163 0.322
H 2.47046 0.41733 -0.36040 0.369
C -2.31619 -1.21214 1.03450 -0.425
C -1.56058 -2.26740 0.66439 -0.395
H -2.38737 -0.37887 0.31599 0.221
H -3.07034 -1.21198 1.84872 0.170
H -0.93781 -2.22975 -0.26073 0.247
H -1.69542 -3.24636 1.10478 0.162

---

154
Properties=species:S:1:pos:R:3:mulliken_charge:R:1 method="wB97M-V/def2-TZVPD" orbital_gap_ev=9.6456 charge=0 e_homo_ev=-10.087 spin_multiplicity=1
C -20.61961 -1.41783 -21.99972 -0.430
O -19.61417 -1.26937 -22.99167 -0.417
H -20.63168 -0.57729 -21.29685 0.219
H -21.59919 -1.41023 -22.47568 0.120
H -20.42719 -2.34600 -21.45979 0.316
H -18.78721 -1.65363 -22.68025 0.082
O -22.43567 2.52619 -27.21458 -0.631
S -21.12758 2.34704 -26.65188 1.098
O -20.06409 3.25224 -27.00564 -0.614
O -21.22504 2.40444 -25.04519 -0.198
C -22.02422 1.44118 -24.33594 -0.280
C -22.08816 1.87390 -22.88947 -0.238
C -20.55276 0.65726 -26.89372 -0.893
H -21.49829 0.48724 -24.41274 0.123
H -23.02487 1.36893 -24.76731 0.326
H -21.10232 1.76483 -22.43283 -0.099
H -22.88985 1.36998 -22.35650 0.171
H -22.25855 2.94643 -22.79114 0.254
H -19.66682 0.57589 -26.26490 0.263
H -20.24658 0.56934 -27.93141 0.420
H -21.32924 -0.01602 -26.55012 0.325
O -10.80597 2.49169 -24.05626 -0.738
S -11.62940 3.37780 -23.25758 1.014
O -11.37101 3.52545 -21.85068 -0.578
O -11.58184 4.82416 -23.94783 -0.302
C -11.94984 4.88875 -25.34212 -0.107
C -11.06657 5.86657 -26.08888 -1.371
C -13.35932 2.91136 -23.44284 -0.518
H -13.00948 5.15324 -25.34224 0.344
H -11.85155 3.91787 -25.83294 0.301
H -11.42984 5.95120 -27.11387 0.393
H -10.02544 5.57114 -26.00967 0.317
H -11.22794 6.88092 -25.71538 0.337
H -13.96599 3.70578 -23.01624 0.534
H -13.49963 2.00403 -22.85758 -0.408
H -13.54994 2.74492 -24.49924 0.576
O -17.50934 -3.97057 -23.34810 -0.503
S -18.21339 -5.11248 -22.80397 1.078
O -19.54224 -5.40596 -23.24926 -0.650
O -17.30611 -6.41514 -22.90050 -0.343
C -15.95407 -6.34273 -23.35394 -0.445
C -15.01192 -5.57506 -22.44490 -0.584
C -18.14943 -4.85080 -21.06926 -0.277
H -15.96258 -5.86690 -24.34114 0.279
H -15.62240 -7.35587 -23.57179 0.391
H -13.97164 -5.46086 -22.75231 0.277
H -14.91918 -6.03927 -21.45533 0.381
H -15.34411 -4.55800 -22.23037 -0.011
H -18.67071 -5.68095 -20.59261 0.483
H -18.65753 -3.91553 -20.84853 -0.022
H -17.11218 -4.79949 -20.75864 -0.096
O -13.28527 -0.65810 -26.72932 -0.714
S -12.84614 -0.88376 -25.38296 1.163
O -13.82486 -0.73143 -24.33111 -0.409
O -12.21104 -2.38307 -25.32941 -0.306
C -13.16486 -3.44438 -25.39699 -0.086
C -12.44954 -4.76880 -25.21784 -1.239
C -11.35431 -0.00362 -25.02940 -0.418
H -13.73817 -3.35944 -26.32672 0.401
H -13.91291 -3.33236 -24.60298 0.127
H -12.10021 -4.73671 -24.18046 0.265
H -11.56222 -4.89761 -25.83137 0.377
H -13.18029 -5.56925 -25.30721 0.346
H -10.68409 -0.20978 -25.86112 0.453
H -10.94952 -0.24762 -24.04985 0.101
H -11.51687 1.07536 -24.99952 0.030
O -20.47121 9.54138 -20.42540 -0.624
S -21.67547 8.79603 -20.22913 1.169
O -22.86214 9.05071 -21.01696 -0.657
O -21.26557 7.23707 -20.35996 -0.142
C -21.21513 6.75779 -21.73721 -0.744
C -20.87750 5.29357 -21.71503 -0.245
C -22.14940 8.75856 -18.49529 -0.622
H -20.40047 7.33244 -22.18634 0.367
H -22.16906 6.99733 -22.20416 0.390
H -20.35479 5.02640 -22.64265 0.520
H -21.72442 4.61981 -21.64006 -0.075
H -20.07856 5.05042 -21.01282 -0.032
H -23.21790 8.63327 -18.35764 0.319
H -21.83710 9.71055 -18.06667 0.351
H -21.60022 7.96114 -17.99933 0.030
O -15.81782 -0.42309 -19.21043 -0.509
S -16.54641 -0.52377 -20.43597 -0.148
O -17.02873 -1.79235 -20.90999 -0.110
O -17.75804 0.53141 -20.49745 0.267
C -17.52068 1.73786 -19.78354 1.058
C -18.46442 2.84151 -20.30526 -1.662
C -15.48628 0.26516 -21.67588 -0.429
H -16.51866 2.15719 -19.84773 -0.429
H -17.86556 1.60049 -18.75402 0.137
H -18.49090 3.69157 -19.63059 0.511
H -19.41127 2.36453 -20.55850 0.044
H -18.11444 3.20221 -21.27962 0.459
H -15.79272 -0.16896 -22.62531 0.608
H -14.45177 0.05570 -21.41252 -0.426
H -15.56917 1.34906 -21.71656 0.426
O -11.88065 0.22221 -21.66139 -0.489
S -11.47059 -1.03021 -21.06522 1.183
O -10.23859 -1.64567 -21.47679 -0.682
O -11.45945 -0.82775 -19.47123 -0.314
C -11.24036 0.51351 -18.99598 0.369
C -12.08746 0.59782 -17.72521 -0.880
C -12.79970 -2.23565 -21.13912 -0.223
H -11.49610 1.27058 -19.73337 -0.296
H -10.18316 0.67639 -18.78269 0.350
H -12.06599 1.61198 -17.30753 0.391
H -11.68235 -0.08689 -16.98345 0.479
H -13.16196 0.49739 -17.86167 -0.229
H -12.38218 -3.22047 -20.96925 0.595
H -13.17607 -2.08368 -22.15513 0.114
H -13.59604 -1.93093 -20.46634 -0.295
O -21.16513 2.08940 -18.47060 -0.510
S -22.54428 2.08218 -18.87037 1.157
O -23.02132 2.98719 -19.89504 -0.632
O -22.92308 0.60298 -19.38419 -0.170
C -24.26402 0.39168 -19.85264 -0.340
C -24.30464 -0.86113 -20.66591 -1.001
C -23.58981 2.26497 -17.39185 -1.025
H -24.68091 1.22445 -20.42620 0.375
H -24.89837 0.30593 -18.96419 0.454
H -24.19693 -1.70005 -19.97145 0.371
H -23.47180 -0.98967 -21.35702 0.000
H -25.22086 -0.93323 -21.24793 0.361
H -23.46336 1.39341 -16.75382 0.355
H -24.61019 2.52084 -17.64969 0.389
H -23.09935 3.08556 -16.86416 0.245
C -16.13297 -2.79360 -17.04199 -0.697
N -15.68748 -3.70377 -18.14874 1.008
O -14.68342 -3.44897 -18.78229 -0.504
O -16.42658 -4.63578 -18.39408 -0.591
H -17.17837 -2.57498 -17.23630 0.293
H -15.43201 -1.96975 -17.07646 0.109
H -16.13034 -3.36659 -16.11729 0.372
C -15.51091 1.26300 -16.22427 -0.394
N -16.28888 2.53681 -16.21059 1.004
O -17.22344 2.58399 -15.43748 -0.603
O -15.94195 3.43176 -16.93954 -0.527
H -15.76870 0.66332 -15.36076 0.351
H -14.47205 1.55481 -16.05575 0.288
H -15.60885 0.83254 -17.21830 -0.038
C -13.49024 4.41756 -19.18867 -1.114
N -14.20270 3.27049 -19.79409 0.871
O -14.91808 3.44585 -20.75813 -0.575
O -14.10691 2.19265 -19.25611 0.021
H -13.91750 5.33891 -19.55994 0.367
H -12.46855 4.29674 -19.55570 0.351
H -13.52461 4.22740 -18.12217 0.306
C -19.42725 4.30672 -16.39112 -0.724
N -20.76626 4.90502 -16.72436 0.899
O -21.65399 4.85121 -15.89296 -0.614
O -20.83594 5.53532 -17.75698 -0.391
H -19.30162 3.41331 -16.99281 0.169
H -19.37801 4.18489 -15.31892 0.366
H -18.75319 5.08393 -16.74200 0.331

---

68
Properties=species:S:1:pos:R:3:nbo_charge:R:1 method="wB97M-V/def2-TZVPD" orbital_gap_ev=4.8741 charge=-1 de_lowest_ev=0.023 e_homo_ev=-2.744 spin_multiplicity=1
Na -0.44652 0.96088 -0.26015 0.874
O -4.34759 -0.33441 -1.50918 -0.753
C -3.14562 -0.00976 -1.37930 0.574
N -2.41587 0.08965 -0.29779 -0.698
C -3.09584 -0.25947 0.91926 -0.269
C -2.20527 -0.09765 2.14109 0.247
C -2.78519 0.02528 3.40473 -0.264
C -1.97716 0.12043 4.52188 -0.170
C -0.59978 0.09410 4.36053 -0.282
C -0.10402 -0.01744 3.07548 0.059
N -0.87456 -0.11583 1.98999 -0.475
C -2.35912 0.24632 -2.67534 0.153
C -3.01402 0.07633 -3.89157 -0.236
C -2.29548 0.18518 -5.06782 -0.179
C -0.93687 0.46413 -5.00438 -0.285
C -0.36879 0.64492 -3.75505 0.034
N -1.05307 0.54758 -2.61500 -0.466
H -3.42951 -1.31043 0.89767 0.196
H -4.01686 0.31778 1.07322 0.194
H -3.86487 0.04208 3.49257 0.211
H -2.41457 0.22722 5.50759 0.205
H 0.07497 0.18395 5.20099 0.215
H 0.96697 -0.01261 2.89379 0.205
H -4.06952 -0.15490 -3.86105 0.250
H -2.78312 0.04548 -6.02552 0.205
H -0.32876 0.53815 -5.89620 0.209
H 0.68673 0.88168 -3.65622 0.193
C 3.76632 -0.55906 -1.14499 -0.367
C 4.69871 0.17125 -0.39137 -0.177
C 4.27925 1.18231 0.42557 -0.279
C 2.89150 1.50681 0.51154 0.206
N 1.99667 0.79519 -0.23337 -0.566
C 2.44361 -0.19371 -1.01166 0.056
C 2.41649 2.55415 1.33723 -0.078
C 3.06487 3.06791 2.47569 -0.144
C 2.36697 3.63521 3.50743 -0.396
C 0.92259 3.52199 3.47641 -0.243
C 0.27656 3.14119 2.36753 -0.057
N 1.04766 3.00050 1.17344 -0.458
H 4.05851 -1.36741 -1.80053 0.201
H 5.75671 -0.05897 -0.45948 0.195
H 4.99717 1.75710 0.99513 0.200
H 1.67498 -0.73884 -1.55200 0.189
H 4.13528 2.91864 2.57734 0.193
H 2.87224 3.99598 4.39252 0.195
H 0.34636 3.66746 4.38318 0.202
H -0.79065 2.99847 2.28206 0.219
F -2.00764 -6.82493 -0.88428 -0.324
C -0.77575 -6.52758 -0.42848 0.963
F -0.64835 -7.10231 0.78030 -0.325
F 0.10095 -7.14199 -1.25103 -0.328
C -0.53934 -5.04194 -0.38805 -0.061
C -0.86272 -4.27663 -1.49526 -0.248
C -0.59703 -2.91694 -1.44441 0.045
N -0.05004 -2.32323 -0.38765 -0.381
C 0.23951 -3.06535 0.67136 0.048
C 0.01814 -4.43737 0.72126 -0.253
H -1.31632 -4.72083 -2.37133 0.226
H -0.84320 -2.27125 -2.28142 0.208
H 0.66253 -2.53994 1.52043 0.206
H 0.27215 -5.00840 1.60292 0.227
C 0.87085 3.81612 -2.26931 -0.251
O 1.40659 3.44962 -1.00213 -0.508
C 0.50006 3.33658 -0.00970 0.862
O -0.70599 3.49260 -0.19580 -0.705
H 1.63277 3.55074 -2.99942 0.182
H 0.68124 4.88989 -2.30614 0.175
H -0.05693 3.28836 -2.47776 0.206

---

68
Properties=species:S:1:pos:R:3:nbo_charge:R:1 method="wB97M-V/def2-TZVPD" orbital_gap_ev=7.2349 charge=0 de_lowest_ev=0.000 e_homo_ev=-9.154 spin_multiplicity=1
Co 1.14388 -0.04686 0.14612 0.918
O 7.62462 -3.52465 -1.40842 -0.369
N 6.54974 -3.41309 -1.96210 0.537
O 6.23676 -3.96669 -2.99684 -0.374
C 5.59502 -2.46753 -1.38503 -0.047
C 5.93526 -1.78453 -0.21270 -0.099
C 5.02580 -0.92659 0.32648 -0.059
C 3.75464 -0.62851 -0.25256 0.509
O 3.02110 0.28364 0.23120 -0.661
C 3.48186 -1.38151 -1.43967 -0.129
C 4.38670 -2.27859 -1.99904 -0.096
N 2.25688 -1.19610 -2.17935 0.568
O 1.26322 -0.60774 -1.67499 -0.446
O 2.15831 -1.64292 -3.28951 -0.309
N 5.36029 -0.29726 1.61092 0.532
O 6.48698 0.13957 1.73315 -0.367
O 4.48216 -0.24438 2.44221 -0.341
H 6.89180 -1.94811 0.26257 0.280
H 4.14386 -2.81466 -2.90321 0.282
C 0.50074 4.52903 -0.62308 -0.218
C 0.77190 4.04342 0.64903 -0.221
C 0.93746 2.68170 0.86072 -0.209
C 0.84016 1.79219 -0.20583 -0.150
C 0.58243 2.28195 -1.48235 -0.301
C 0.40932 3.64824 -1.68919 -0.211
H 0.36922 5.59173 -0.78219 0.214
H 0.85481 4.72880 1.48387 0.216
H 1.14906 2.31823 1.85947 0.221
H 0.51358 1.60413 -2.32571 0.215
H 0.20831 4.02079 -2.68631 0.214
O 1.44160 -1.89062 0.98608 -0.508
N 1.26156 -1.37690 2.13048 0.721
O 1.31688 -1.96917 3.16030 -0.323
O 0.98151 -0.10587 2.07675 -0.495
F -4.70945 0.05236 -4.97270 -0.316
C -3.97239 0.01936 -3.85078 0.411
C -4.60131 0.24390 -2.63990 -0.302
C -3.83565 0.21039 -1.48597 -0.128
C -2.46522 -0.04125 -1.54918 -0.442
C -1.86600 -0.26757 -2.78573 -0.190
C -2.61990 -0.23811 -3.95084 -0.272
Sb -1.35308 -0.11913 0.23485 1.426
C -2.20855 -1.80967 1.18102 -0.316
C -2.99012 -2.69778 0.44587 -0.229
C -3.51604 -3.83719 1.03590 -0.267
C -3.24071 -4.07413 2.36832 0.406
F -3.74561 -5.17635 2.94643 -0.316
C -2.46019 -3.22317 3.12644 -0.263
C -1.94361 -2.08922 2.52056 -0.232
C -2.13667 1.52926 1.28037 -0.399
C -2.07722 1.59713 2.66852 -0.197
C -2.47383 2.74523 3.33595 -0.292
C -2.91898 3.81840 2.58774 0.473
F -3.29956 4.93788 3.22731 -0.329
C -2.98207 3.78721 1.20857 -0.292
C -2.58124 2.63160 0.55743 -0.193
H -5.66458 0.43893 -2.61503 0.238
H -4.31762 0.38696 -0.53106 0.217
H -0.80665 -0.47605 -2.85003 0.236
H -2.17563 -0.41173 -4.92115 0.238
H -3.20240 -2.50748 -0.59922 0.225
H -4.12627 -4.53632 0.48095 0.235
H -2.25816 -3.45558 4.16273 0.239
H -1.31616 -1.43538 3.11525 0.220
H -1.70964 0.76219 3.25269 0.221
H -2.43574 2.81929 4.41391 0.235
H -3.32454 4.65702 0.66516 0.234
H -2.60261 2.60783 -0.52562 0.228

---

8
Properties=species:S:1:pos:R:3:nbo_charge:R:1 method="wB97M-V/def2-TZVPD" orbital_gap_ev="7.4873 / 7.3925" charge=0 de_lowest_ev=3.830 e_homo_ev="-9.504 / -9.445" smiles="O=S(=O)=C1CS1" spin_multiplicity=1
C 0.10483 -0.47958 -0.43652 -0.370
C 0.63493 0.94159 -0.85751 -0.518
O -0.34345 -1.57450 2.00527 -0.853
O -2.36020 -0.85558 0.71701 -0.856
S 1.86977 -0.32611 -0.42733 0.312
S -0.98756 -0.66003 1.06669 1.835
H 0.48203 1.21557 -1.88403 0.229
H 0.59964 1.73865 -0.18357 0.221

---

34
Properties=species:S:1:pos:R:3:nbo_charge:R:1 method="wB97M-V/def2-TZVPD" orbital_gap_ev=9.5697 charge=+2 de_lowest_ev=2.003 e_homo_ev=-16.438 smiles="[NH2+]=CN[C@@H]1C=CC([NH+]2CCOCC2)=CC1" spin_multiplicity=1
C 3.49119 -1.00314 -0.38458 0.391
C 1.60740 1.07181 -1.27934 -0.464
C 1.71721 1.43191 1.24135 -0.143
C -2.18545 -1.34088 -0.50962 -0.250
C -2.23324 1.02200 0.37480 -0.232
C -3.68664 -1.46493 -0.25226 -0.085
C -3.68810 0.70763 0.55175 -0.103
C 0.46976 0.14170 -1.03371 -0.191
C 0.45015 0.94846 1.29177 -0.247
C 2.47192 1.21916 -0.05323 -0.090
C -0.14430 0.25385 0.13314 0.135
N 3.34408 0.10563 0.24877 -0.487
N 4.35643 -1.93004 -0.03766 -0.726
N -1.54609 -0.27149 0.35678 -0.346
O -4.23523 -0.16163 -0.40975 -0.476
H 2.14543 0.58965 -2.08663 0.239
H 1.35040 2.04821 -1.69707 0.285
H 2.14399 1.98129 2.07418 0.262
H 2.75930 -1.18937 -1.20691 0.234
H -1.66978 -2.31619 -0.33079 0.246
H -2.08973 -1.01157 -1.52334 0.231
H -1.96900 1.46077 -0.56591 0.228
H -1.70753 1.52835 1.14979 0.230
H -4.25191 -2.08811 -0.93779 0.260
H -3.75682 -1.77030 0.80527 0.175
H -3.81293 0.38027 1.50111 0.179
H -4.24258 1.70686 0.40836 0.248
H 0.12043 -0.43564 -1.90195 0.253
H -0.19067 1.11235 2.15746 0.240
H 3.17852 2.08299 -0.35283 0.261
H 3.86037 0.33790 1.00426 0.416
H 4.46022 -2.71340 -0.73286 0.450
H 5.09771 -1.88416 0.71315 0.456
H -1.61451 -0.54995 1.28429 0.418

---

no.,energy (Ha)
1,-611.3298
2,-7039.8825
3,-2174.5019
4,-4048.2334
5,-1024.1219
6,-669.3856